{
  "formula": "C22H60N15O28",
  "method": "ωB97M-V/def2-TZVPD",
  "charge": 1,
  "symbols": ["O", "O", "O", "O", "O", "O", "O", "O", "O", "O", "O", "O", "O", "O", "O", "O", "O", "O", "O", "O", "O", "O", "O", "O", "O", "O", "O", "O", "N", "N", "N", "N", "N", "N", "N", "N", "N", "N", "N", "N", "N", "N", "N", "C", "C", "C", "C", "C", "C", "C", "C", "C", "C", "C", "C", "C", "C", "C", "C", "C", "C", "C", "C", "C", "C", "H", "H", "H", "H", "H", "H", "H", "H", "H", "H", "H", "H", "H", "H", "H", "H", "H", "H", "H", "H", "H", "H", "H", "H", "H", "H", "H", "H", "H", "H", "H", "H", "H", "H", "H", "H", "H", "H", "H", "H", "H", "H", "H", "H", "H", "H", "H", "H", "H", "H", "H", "H", "H", "H", "H", "H", "H", "H", "H", "H"],
  "coordinates": [[-2.546439, -3.708055, -6.094026], [0.363336, -5.666344, -1.730721], [-4.987628, 1.233117, 0.815095], [-2.996819, -1.871098, -5.020662], [0.971288, 0.378747, -5.254984], [0.995776, -0.591311, 3.875859], [-1.831390, 4.031441, 0.035373], [4.055513, 0.732970, 4.078638], [-2.687070, -0.289739, 4.652855], [4.633650, 2.622107, 3.145550], [1.256487, -0.720000, -3.388255], [0.923256, -3.832661, -0.730854], [4.152967, -2.369899, 0.544407], [0.117691, 4.218556, -2.563810], [2.371310, 7.263034, 0.078681], [0.758985, -2.096911, 5.310435], [-3.914108, -0.794424, 2.919357], [2.807309, -4.663441, -4.809038], [-0.821784, 2.970499, 4.071395], [1.471815, -3.430515, -5.933467], [1.212607, 3.030299, -1.205154], [-5.680340, 1.931930, -1.068925], [-0.661091, -3.796398, 2.829546], [-1.790164, 4.769119, 3.433653], [0.044354, 4.287338, 1.007188], [3.109319, -0.774606, -0.613942], [0.362147, -5.484251, 3.760149], [3.936485, 6.206335, -1.023328], [1.105164, 3.706402, -2.204327], [1.686209, -4.377264, -5.160104], [3.907228, -1.208861, 0.245344], [-1.425808, -0.717174, -0.676235], [1.659234, -0.264779, -4.444052], [0.353809, -4.424545, 3.131402], [-1.742807, 3.578560, 3.491068], [-2.509122, -2.507617, -5.967527], [0.744434, -0.937215, 4.988267], [3.121433, 6.328279, -0.112746], [-3.194802, -1.086714, 3.887635], [1.180907, -4.884941, -1.320868], [-5.861582, 1.593832, 0.056991], [3.953908, 1.940258, 3.901037], [-0.925958, 4.737270, 0.379495], [2.835718, 2.594235, 4.662137], [0.493180, -5.295733, -4.848960], [1.396184, 1.013529, 1.316142], [2.603216, -5.149062, -1.438430], [-7.204703, 1.294765, 0.496472], [-2.981337, -2.572399, -0.260277], [-2.896506, -2.495317, 4.047246], [1.677613, -3.793643, 2.787673], [-2.323275, 0.364331, -1.161454], [3.115258, 5.228939, 0.842519], [-1.304242, -1.771102, -1.829840], [-0.009450, -0.252018, -0.276898], [2.395885, 3.924825, -2.973896], [-0.891516, 6.195653, 0.019768], [2.994546, -0.726400, -4.950383], [0.169860, 0.028662, 5.959844], [-1.714384, -1.632863, -6.850899], [-2.603758, -2.549974, -1.762237], [4.680129, -0.081319, 0.915006], [-0.027933, 0.775194, 0.805026], [-2.140643, -1.384450, 0.439360], [-2.877112, 2.773669, 2.832172], [3.387339, 3.411901, 5.190070], [-2.680506, -3.436039, 0.277813], [4.224024, 0.259035, 1.811431], [-7.174972, 0.264082, 0.661179], [-0.115198, -4.795864, -4.124318], [-3.081817, -3.027992, 3.171212], [-1.523013, -1.881171, 1.209117], [3.198169, -4.253125, -1.578843], [-1.819419, 0.839770, -1.986309], [2.792760, 4.910288, -2.735731], [0.239770, 0.990264, 5.458569], [2.880654, -0.752743, -5.998195], [-3.270500, 0.034946, -1.492518], [-0.103012, 6.358138, -0.733485], [0.861564, -6.229072, -4.424837], [0.738163, 0.014589, 6.906945], [2.905776, -5.518028, -0.451658], [1.830508, 0.044314, 1.564508], [-1.850656, -2.473549, 4.454669], [-3.342829, -2.093481, -2.419031], [-1.835285, 6.503184, -0.418831], [0.408943, 0.083309, -1.182025], [-0.427130, 1.736954, 0.521175], [-0.613224, 0.326571, 1.623840], [4.807515, 0.737532, 0.251220], [-0.428778, -2.297879, -1.576084], [2.680787, -5.929856, -2.154268], [-2.511796, 2.299717, 1.868576], [2.223520, 4.069818, -4.058078], [2.259841, 3.175179, 3.928427], [-0.810119, -0.387399, 6.131105], [-3.253878, 1.898402, 3.430945], [3.700332, 0.032921, -4.710090], [-0.046492, -5.401275, -5.752873], [-2.367862, -1.330120, -7.684349], [3.264302, -1.678949, -4.569387], [1.823105, -2.987820, 3.523292], [-3.647561, 3.512191, 2.572945], [2.344527, 1.931452, 5.335399], [5.657499, -0.486293, 1.151454], [-2.732002, -0.687961, 0.938391], [-7.904739, 1.736568, -0.239131], [-0.853294, -2.267955, -7.096862], [1.334937, 1.666923, 2.184362], [0.562760, -1.143502, 0.047656], [2.428554, 4.498951, 0.502145], [-2.504358, -3.547392, -2.233148], [2.750659, 5.627196, 1.740230], [-4.031556, -2.310956, -0.166546], [-1.279310, -0.807006, -6.270506], [-7.335933, 1.758084, 1.479215], [1.971774, 1.600769, 0.650140], [2.995348, 3.046281, -2.764998], [-2.620162, 1.070154, -0.402898], [-3.669140, -2.771416, 4.829731], [-0.542490, 6.630262, 0.966340], [-1.110048, -1.192032, -2.730498], [2.467101, -4.501119, 2.787599], [1.542420, -3.435355, 1.794328], [4.137990, 5.004752, 0.904985]],
  "forces_ev_per_angstrom": [[-0.1, 0.3, -0.4], [-0.1, -0.2, -0.2], [1.0, 0.3, 0.8], [-0.2, -1.1, -0.6], [1.0, -0.4, 1.6], [0.6, 1.3, -1.5], [-1.0, 0.1, -0.4], [0.5, 0.6, -0.4], [-0.4, -0.1, -0.2], [-0.5, -0.6, 0.6], [0.2, 0.7, -0.2], [-0.4, -0.6, -0.3], [-0.8, 1.2, -0.6], [-2.7, 1.5, -1.2], [0.1, 0.0, -0.6], [0.2, -1.2, 1.1], [0.6, 0.2, 1.4], [-0.4, -0.3, 0.8], [-1.4, 0.3, -0.9], [-0.4, -0.8, 1.2], [0.1, -0.6, 0.5], [0.2, 1.1, -1.6], [0.9, -0.6, 0.0], [-0.4, 0.9, -0.4], [-0.8, 1.0, -0.4], [1.0, -1.9, 1.2], [-0.1, 1.5, -1.0], [-0.8, 0.6, 0.1], [3.2, -0.6, 0.1], [-0.2, 0.4, -2.0], [-0.2, 1.8, -0.8], [0.3, -0.7, -0.1], [-1.2, -1.0, -1.5], [0.1, -0.9, 1.1], [0.8, -2.3, 0.8], [-0.1, 1.5, 2.3], [-0.9, -0.6, 0.6], [0.4, 0.3, -0.6], [-0.6, 1.1, -2.2], [-0.2, 2.0, 1.1], [0.5, -1.5, 0.2], [-0.8, -0.7, 0.0], [1.7, -0.7, 0.2], [1.9, 2.7, -0.6], [1.5, 0.4, 0.7], [-1.0, -0.1, 0.8], [0.7, -0.7, 0.9], [-1.3, 2.6, 0.4], [0.3, 2.6, -0.2], [0.2, 0.5, 3.6], [-1.0, 0.5, 0.4], [1.0, 0.9, 0.0], [-0.1, 0.8, 0.0], [-0.8, 1.6, 0.7], [-1.1, -0.7, 0.1], [-0.6, 0.3, -1.2], [0.9, -0.3, 0.2], [-0.6, 0.9, 0.2], [1.0, 0.2, 0.3], [1.1, -0.6, -0.6], [0.4, -0.6, -0.3], [1.1, -1.5, -0.1], [0.4, -0.2, 0.9], [0.0, -3.0, -0.9], [0.1, -0.8, -0.9], [-0.6, -0.7, 0.1], [-0.2, -1.1, 0.1], [-0.7, -0.1, 0.7], [-0.6, -1.7, -0.1], [-0.3, 0.4, 0.4], [0.0, -0.7, -1.4], [0.5, 0.5, -0.7], [-0.4, 0.1, -0.5], [0.1, 0.4, -0.2], [0.3, -0.3, 0.9], [-0.6, 0.0, 0.2], [-0.1, -0.1, -1.1], [-0.8, -1.2, -0.5], [-0.2, -0.4, 0.4], [0.1, 0.2, -0.2], [-0.1, -0.2, -0.6], [-0.1, -0.2, -0.2], [0.3, 0.4, 0.1], [-1.2, -0.8, -0.4], [-0.2, 0.3, 0.4], [-0.1, 0.0, 0.5], [0.7, 0.6, -1.1], [-0.4, 0.1, -0.3], [0.1, 0.5, 0.0], [-0.3, 0.4, -0.8], [0.8, -1.0, 0.2], [0.6, -0.4, -0.7], [0.0, 0.9, 1.2], [-0.5, -0.7, 0.6], [-0.3, -0.7, 0.2], [-0.4, 0.5, 0.1], [0.6, 1.3, -0.1], [0.6, 0.5, 0.4], [-0.4, -0.2, -0.9], [0.6, -0.1, 0.3], [0.0, -0.7, 0.6], [-0.1, -0.4, -0.5], [0.3, -0.4, 0.3], [-0.3, -0.5, 0.0], [0.0, -0.1, 0.2], [-1.1, 1.1, 0.6], [0.3, -0.8, 0.5], [-0.4, 0.2, -0.8], [-0.1, -0.3, 0.4], [-0.6, 0.2, -0.2], [-0.3, -1.0, -0.5], [0.2, 0.3, 0.6], [-0.5, 0.4, 1.4], [-0.1, -0.5, 0.3], [-0.8, -0.1, -0.2], [0.0, 0.0, -0.2], [0.7, 0.1, -1.2], [0.4, 0.4, 0.1], [0.6, 0.3, 0.5], [1.2, -0.2, -0.7], [-0.6, 0.4, -0.5], [-0.2, -0.2, -0.1], [0.4, -0.8, 0.4], [0.0, 0.6, -0.7], [1.1, -1.2, 0.3]],
  "lowdin_charge": [0.0779, 0.0879, 0.0361, 0.0265, 0.0437, 0.0699, 0.0673, 0.0502, 0.0612, 0.0571, 0.0508, 0.0219, 0.0657, 0.1108, 0.0784, 0.0578, 0.0364, 0.0702, 0.0111, 0.0257, 0.0338, 0.1061, 0.0060, 0.0739, 0.0007, 0.0228, 0.0811, 0.0475, -0.4375, -0.3941, -0.3773, -0.2134, -0.3896, -0.3897, -0.4113, -0.4304, -0.4351, -0.4301, -0.4188, -0.4221, -0.4665, -0.4256, -0.4127, 0.0592, 0.0777, -0.0882, 0.0474, 0.0493, -0.0728, 0.0442, 0.0565, 0.0290, 0.0483, -0.0790, -0.1065, 0.0708, 0.0700, 0.0631, 0.0635, 0.0447, -0.1402, 0.0583, -0.2083, -0.0971, 0.0451, 0.1194, 0.0932, 0.0411, 0.0888, 0.0727, 0.0675, 0.1231, 0.1018, 0.1192, 0.0794, 0.0728, 0.0852, 0.0944, 0.0900, 0.0985, 0.1181, 0.1180, 0.0591, 0.1040, 0.0938, 0.1025, 0.0956, 0.0776, 0.1122, 0.0881, 0.0746, 0.0867, 0.0809, 0.1078, 0.0972, 0.0814, 0.0843, 0.0927, 0.0827, 0.1167, 0.0784, 0.0778, 0.0949, 0.0693, 0.1035, 0.0656, 0.1221, 0.0905, 0.0632, 0.1321, 0.0620, 0.1262, 0.0899, 0.1100, 0.0883, 0.1128, 0.0501, 0.0936, 0.0815, 0.1453, 0.1105, 0.1125, 0.0879, 0.0591, 0.0925]
}



{
  "formula": "C20H47FN3O5",
  "method": "ωB97M-V/def2-TZVPD",
  "charge": -1,
  "symbols": ["F", "O", "O", "O", "O", "O", "N", "N", "N", "C", "C", "C", "C", "C", "C", "C", "C", "C", "C", "C", "C", "C", "C", "C", "C", "C", "C", "C", "C", "H", "H", "H", "H", "H", "H", "H", "H", "H", "H", "H", "H", "H", "H", "H", "H", "H", "H", "H", "H", "H", "H", "H", "H", "H", "H", "H", "H", "H", "H", "H", "H", "H", "H", "H", "H", "H", "H", "H", "H", "H", "H", "H", "H", "H", "H", "H"],
  "coordinates": [[-0.800034, 1.030201, 2.786933], [5.088223, 1.267483, 1.031760], [3.465540, 0.025713, 0.322098], [2.242328, 0.020290, -4.078717], [2.083405, -2.319874, 3.801938], [-4.807168, 0.720708, -0.012679], [-7.533313, 0.705102, 0.897774], [2.160902, 1.302195, -6.661225], [-0.500290, -2.648191, 5.081863], [-5.682674, 1.752638, -0.390624], [3.291894, 1.525549, -5.754532], [-4.492278, -0.219397, -1.018302], [3.967348, 1.205929, 0.731121], [2.894972, -1.297548, 4.352149], [-7.622781, 0.512533, -1.527940], [1.120342, -2.322056, 6.862769], [3.124604, 2.447799, 0.739137], [1.285482, -0.837834, -0.204642], [2.920729, 1.240081, -4.291153], [-0.972277, 1.704660, 0.464973], [0.679736, 0.335701, -0.980299], [0.715556, -3.202663, 5.683950], [3.070062, -1.123885, -3.994327], [2.204698, -0.372141, 0.913584], [-1.779468, 1.323827, 1.700060], [1.840446, -3.415013, 4.656732], [-7.172536, 1.377838, -0.353780], [-0.788398, 0.566284, -0.595157], [4.490800, 0.724529, -6.254331], [1.748845, 0.395210, 1.524934], [4.873889, 1.160096, -7.177917], [3.661798, -1.698200, 5.022333], [2.643913, 2.611458, -0.210826], [-0.002930, 2.086934, 0.765344], [-5.398129, 2.161114, -1.371421], [2.548810, -1.863144, -3.385966], [0.404757, -2.436138, 7.677452], [1.136574, -1.265914, 6.597585], [3.236325, -1.563407, -4.981886], [2.107904, -2.598233, 7.241368], [-7.224743, 0.892265, -2.471597], [-6.879024, -0.063417, 1.025991], [2.772426, -3.730893, 5.147614], [-1.186602, -0.339275, -0.164464], [3.388693, -0.781219, 3.529334], [2.406707, 2.474166, 1.542328], [-4.442133, 0.242596, -2.010471], [3.799350, 1.308809, -3.635784], [-1.338620, 0.874390, -1.478385], [5.299595, 0.727827, -5.520703], [-1.507969, 2.512476, -0.019514], [-7.329617, 1.328063, 1.674530], [-3.515259, -0.637144, -0.777673], [0.716279, 0.079528, -2.032438], [-8.711871, 0.512121, -1.598834], [-0.840937, -3.285470, 4.367161], [2.281023, -0.565036, 4.880312], [4.230121, -0.310513, -6.472919], [4.029065, -0.896534, -3.520562], [-5.214225, -1.043367, -1.025336], [-0.249199, -1.809177, 4.560602], [0.527747, -1.501980, 0.187567], [-7.738042, 2.314117, -0.407405], [3.789430, 3.277731, 0.896566], [2.359192, -1.241160, 1.538164], [0.468922, -4.191248, 6.086153], [1.801029, 0.369264, -6.474112], [-5.517727, 2.548347, 0.341036], [1.397036, 1.917083, -6.393467], [-7.308860, -0.524731, -1.416148], [1.298095, 1.209823, -0.853686], [3.563775, 2.584019, -5.811990], [1.538796, -4.233722, 3.996607], [-2.272065, 0.360847, 1.524719], [2.223602, 2.017136, -3.964380], [1.928405, -1.415957, -0.858945]],
  "forces_ev_per_angstrom": [[0.4, -0.4, -0.1], [4.3, 0.1, 0.9], [-0.7, 0.0, 0.4], [0.2, 0.0, -0.1], [0.2, 0.0, 0.1], [-0.1, -0.1, -0.2], [0.0, 0.1, 0.1], [-0.1, 0.1, 0.1], [0.2, -0.2, -0.2], [0.0, 0.3, 0.1], [0.0, -0.3, 0.0], [0.0, -0.1, 0.3], [-2.7, 0.0, -0.5], [-0.2, 0.2, -0.1], [-0.1, 0.1, -0.1], [0.1, -0.1, 0.2], [-0.1, 0.2, -0.1], [0.7, 1.0, 0.0], [-0.1, 0.3, 0.1], [-0.7, -1.1, 0.1], [-0.8, -1.3, -0.4], [0.0, 0.4, -0.1], [-0.2, -0.1, 0.0], [-0.7, -1.0, -0.6], [-0.4, 1.1, 0.5], [-0.1, -0.3, -0.1], [0.1, -0.3, -0.1], [1.0, 1.5, 0.3], [0.1, 0.1, 0.0], [0.0, 0.4, 0.0], [-0.1, 0.0, 0.0], [0.0, -0.1, 0.0], [-0.5, -0.1, -0.2], [0.3, 0.2, 0.2], [-0.1, -0.1, -0.1], [0.0, 0.1, 0.0], [0.0, 0.0, 0.0], [0.0, 0.0, -0.1], [0.1, 0.0, 0.0], [0.0, 0.0, 0.0], [0.0, 0.0, 0.0], [0.0, 0.0, 0.0], [0.0, 0.1, 0.1], [-0.3, -0.3, -0.1], [0.0, -0.1, 0.0], [-0.5, -0.2, 0.1], [-0.1, 0.0, 0.0], [0.1, -0.1, -0.1], [-0.3, -0.3, -0.3], [0.0, 0.0, 0.0], [0.0, 0.4, -0.3], [0.0, 0.0, 0.0], [0.0, 0.1, 0.0], [0.2, 0.0, -0.3], [0.0, 0.0, 0.1], [-0.1, 0.0, 0.1], [0.1, 0.0, 0.1], [-0.1, 0.0, 0.1], [0.0, 0.0, 0.0], [0.0, 0.0, -0.2], [-0.1, 0.1, 0.1], [-0.3, -0.1, 0.2], [0.1, 0.0, 0.0], [0.4, 0.3, 0.1], [0.6, -0.1, 0.4], [0.0, 0.0, -0.1], [0.0, 0.0, -0.1], [0.1, -0.1, 0.0], [0.0, 0.0, -0.1], [0.1, 0.0, 0.0], [0.0, 0.4, 0.0], [-0.1, 0.0, 0.1], [0.0, 0.0, 0.0], [0.1, -0.3, 0.0], [0.0, -0.1, 0.0], [0.1, -0.4, -0.2]],
  "lowdin_charge": [-0.3117, 0.1346, 0.0016, -0.2003, -0.1952, -0.1957, 0.0329, 0.0345, 0.0469, -0.2160, -0.4333, -0.1056, -0.5809, -0.0950, -0.0809, -0.0767, 0.0169, -0.1509, -0.2095, -0.2772, -0.1956, -0.4365, -0.1012, -0.1626, -0.2823, -0.2161, -0.4370, -0.2073, -0.0755, 0.1154, 0.0716, 0.0894, 0.0739, 0.0640, 0.1184, 0.0837, 0.0717, 0.0671, 0.0725, 0.0729, 0.0735, 0.0694, 0.1159, 0.0721, 0.0766, 0.0845, 0.0899, 0.1222, 0.0865, 0.0773, 0.0555, 0.0714, 0.0720, 0.0819, 0.0682, 0.0702, 0.0844, 0.0623, 0.0948, 0.0719, 0.0758, 0.1111, 0.1291, 0.0793, 0.0999, 0.1289, 0.0679, 0.1214, 0.0707, 0.0608, 0.0761, 0.1326, 0.1189, -0.0191, 0.1241, 0.0967]
}



| no. | strongest force on any atom (Eh/bohr) | E (eV) | HOMO (hartree) |
| --- | --- | --- | --- |
| 1 | 0.071 | -103423.0684 | -0.4753 |
| 2 | 0.085 | -38923.7496 | -0.0435 |